Density functional theory data (ωB97M-V/def2-TZVPD) for C32H56BMnO29 as an isolated structure in a non-equilibrium geometry.

Last column: Löwdin charge in e.
Element x y z (Å)
Mn  0.443  -0.136  0.310  0.962
O  -2.482  0.037  0.894  0.095
C  -3.635  0.272  0.539  -0.378
O  -4.418  1.239  0.907  0.229
B  -5.757  1.138  0.267  -0.831
O  -5.654  -0.078  -0.557  0.226
C  -4.386  -0.593  -0.467  -0.301
O  -4.006  -1.601  -1.087  0.108
O  -5.887  2.403  -0.493  0.202
C  -6.936  3.097  -0.058  -0.376
O  -7.414  4.119  -0.471  0.159
C  -7.641  2.185  0.982  -0.377
O  -6.947  1.107  1.181  0.229
O  -8.689  2.405  1.610  0.114
C  2.166  3.123  2.727  -0.025
C  3.437  2.644  1.989  -0.136
O  3.842  1.293  2.299  0.091
C  3.255  0.239  1.887  -0.565
O  2.434  0.154  0.984  0.047
O  3.602  -0.770  2.697  0.009
C  3.142  -2.058  2.425  -0.030
H  2.069  4.190  2.526  0.088
H  2.213  3.007  3.809  0.087
H  1.264  2.638  2.353  0.053
H  4.259  3.314  2.239  0.131
H  3.289  2.720  0.911  0.108
H  3.845  -2.609  3.050  0.112
H  3.241  -2.370  1.386  0.094
H  2.108  -2.138  2.759  0.089
C  -2.820  2.031  -3.169  -0.022
C  -1.486  1.374  -3.492  -0.170
O  -1.619  -0.077  -3.548  0.045
C  -1.260  -0.837  -2.523  -0.506
O  -0.814  -0.464  -1.411  0.029
O  -1.281  -2.091  -2.939  0.015
C  -1.968  -2.550  -4.144  0.004
H  -2.665  3.087  -2.946  0.081
H  -3.444  1.520  -2.436  0.082
H  -3.417  2.022  -4.081  0.086
H  -0.700  1.674  -2.798  0.099
H  -1.078  1.755  -4.428  0.111
H  -1.469  -2.206  -5.050  0.088
H  -2.979  -2.149  -4.221  0.106
H  -1.885  -3.629  -4.274  0.098
C  2.921  -2.975  -4.176  -0.022
C  3.824  -2.925  -2.884  -0.216
O  3.170  -2.276  -1.835  0.001
C  2.083  -2.771  -1.117  -0.404
O  1.411  -2.079  -0.306  0.027
O  1.994  -4.107  -1.329  0.001
C  0.927  -4.804  -0.653  0.000
H  3.516  -3.146  -5.073  0.082
H  2.375  -2.032  -4.207  0.064
H  2.225  -3.797  -4.008  0.071
H  4.751  -2.393  -3.096  0.121
H  4.174  -3.935  -2.666  0.122
H  1.075  -4.937  0.419  0.100
H  0.755  -5.720  -1.219  0.105
H  -0.020  -4.278  -0.768  0.091
C  0.845  4.739  -3.031  -0.036
C  1.047  4.869  -1.550  -0.230
O  0.943  3.626  -0.910  0.035
C  -0.069  3.134  -0.170  -0.442
O  -0.140  1.936  0.117  0.051
O  -1.000  4.119  0.060  -0.005
C  -2.246  3.900  0.677  -0.017
H  1.615  4.095  -3.456  0.068
H  0.855  5.737  -3.470  0.096
H  -0.091  4.224  -3.250  0.074
H  0.438  5.632  -1.064  0.129
H  2.027  5.320  -1.392  0.128
H  -2.956  3.750  -0.137  0.104
H  -2.487  4.719  1.354  0.108
H  -2.348  3.017  1.308  0.077
C  0.316  -4.663  4.593  -0.055
C  -0.714  -3.552  4.624  -0.184
O  -0.396  -2.664  3.499  -0.019
C  -1.048  -2.712  2.254  -0.405
O  -0.695  -2.024  1.296  0.073
O  -2.164  -3.526  2.322  -0.028
C  -3.092  -3.558  1.289  -0.038
H  -0.109  -5.446  5.220  0.085
H  1.278  -4.405  5.036  0.066
H  0.411  -5.085  3.593  0.082
H  -0.801  -3.091  5.608  0.125
H  -1.727  -3.930  4.487  0.117
H  -3.617  -2.612  1.158  0.083
H  -3.806  -4.310  1.624  0.109
H  -2.659  -3.842  0.330  0.101
C  1.459  0.866  -6.159  -0.057
C  2.315  1.398  -5.046  -0.200
O  1.778  0.763  -3.870  0.013
C  2.282  0.796  -2.610  -0.500
O  1.714  0.540  -1.556  0.078
O  3.577  1.110  -2.667  0.007
C  4.479  0.900  -1.543  0.017
H  1.899  1.125  -7.122  0.090
H  0.475  1.324  -6.060  0.071
H  1.348  -0.217  -6.219  0.082
H  2.299  2.487  -5.088  0.120
H  3.346  1.064  -5.164  0.125
H  5.500  1.253  -1.682  0.103
H  4.597  -0.161  -1.324  0.090
H  4.078  1.368  -0.644  0.069
C  2.399  -1.348  5.760  -0.026
C  1.295  -0.235  5.515  -0.097
O  0.961  -0.153  4.072  0.031
C  -0.055  0.441  3.540  -0.538
O  -0.094  0.587  2.285  0.004
O  -0.940  0.760  4.467  0.022
C  -2.107  1.482  4.169  0.001
H  2.654  -1.409  6.818  0.084
H  3.338  -1.112  5.260  0.067
H  2.084  -2.333  5.416  0.052
H  1.457  0.730  5.996  0.128
H  0.392  -0.646  5.966  0.109
H  -2.743  0.851  3.548  0.100
H  -1.838  2.375  3.606  0.097
H  -2.616  1.745  5.097  0.110

Summary:
Energy relative to the best compared isomer or geometry (same formula, charge and spin), kcal per mole: 0.0
Highest occupied orbital energy, eV: -10.6
Calculated total energy, eV: -125466.865
Expectation value of S²: 8.75
Spin multiplicity: 6
Net charge: +1



Density functional theory data (ωB97M-V/def2-TZVPD) for C32H56N3OP2W as an isolated structure in a non-equilibrium geometry.

Last column: Löwdin charge in e.
Element x y z (Å)
C  2.186  -1.238  -0.960  -0.300
C  1.701  0.879  -1.944  -0.332
C  3.208  -1.469  -1.883  0.026
C  2.493  0.504  -3.041  0.020
C  3.301  -0.619  -2.997  0.024
H  3.883  -2.321  -1.767  0.146
H  2.446  1.130  -3.932  0.142
H  4.038  -0.837  -3.787  0.149
N  1.385  -0.132  -1.015  -0.074
P  0.255  -2.428  0.806  1.076
P  0.249  2.508  -0.213  1.118
C  1.965  -2.278  0.107  -0.256
H  2.208  -3.279  -0.286  0.104
H  2.635  -2.123  0.970  0.107
C  -1.646  -0.390  1.727  -0.273
O  -2.435  -0.642  2.575  0.137
C  1.252  2.222  -1.740  -0.159
H  1.140  2.788  -2.658  0.102
C  -1.650  3.325  -0.112  -0.606
C  1.666  3.729  0.347  -0.648
C  -0.632  -3.660  -0.362  -0.643
C  0.479  -3.321  2.486  -0.641
C  -2.749  2.393  0.420  -0.104
H  -2.593  2.086  1.459  0.073
H  -3.694  2.964  0.382  0.121
H  -2.904  1.502  -0.196  0.041
C  -1.665  4.565  0.770  -0.081
H  -1.447  4.298  1.811  0.090
H  -0.984  5.355  0.438  0.077
H  -2.682  4.987  0.759  0.116
C  -1.975  3.615  -1.561  -0.101
H  -2.964  4.088  -1.654  0.119
H  -1.250  4.249  -2.082  0.097
H  -2.034  2.652  -2.074  0.025
C  1.448  4.275  1.755  -0.072
H  1.394  3.451  2.478  0.050
H  2.308  4.917  2.012  0.115
H  0.543  4.880  1.841  0.064
C  3.003  2.972  0.371  -0.074
H  2.923  2.064  0.980  0.062
H  3.348  2.686  -0.628  0.084
H  3.774  3.600  0.838  0.112
C  1.654  4.857  -0.697  -0.060
H  1.842  4.473  -1.709  0.073
H  0.690  5.388  -0.703  0.080
H  2.438  5.593  -0.468  0.119
C  -0.881  -3.825  3.006  -0.065
H  -0.730  -4.231  4.020  0.116
H  -1.612  -3.008  3.075  0.072
H  -1.303  -4.635  2.400  0.073
C  1.016  -2.290  3.483  -0.121
H  1.975  -1.857  3.168  0.073
H  0.305  -1.473  3.658  0.064
H  1.191  -2.792  4.450  0.113
C  1.482  -4.492  2.448  -0.055
H  2.468  -4.193  2.070  0.088
H  1.620  -4.848  3.483  0.114
H  1.136  -5.354  1.869  0.071
C  -0.218  -3.279  -1.789  -0.094
H  0.827  -3.546  -2.001  0.091
H  -0.848  -3.817  -2.512  0.109
H  -0.341  -2.206  -1.979  0.038
C  -2.146  -3.481  -0.171  -0.083
H  -2.495  -2.506  -0.527  0.026
H  -2.657  -4.249  -0.772  0.114
H  -2.452  -3.598  0.877  0.078
C  -0.306  -5.151  -0.150  -0.063
H  0.764  -5.381  -0.245  0.092
H  -0.678  -5.549  0.803  0.077
H  -0.828  -5.717  -0.940  0.114
W  -0.347  -0.005  0.256  1.188
N  -1.799  -0.293  -1.184  -0.028
C  -2.713  -0.709  -1.924  0.102
C  -2.856  -0.221  -3.447  -0.525
C  -1.931  0.948  -3.847  -0.059
C  -2.294  -1.367  -4.287  -0.044
C  -4.291  0.225  -3.750  -0.024
H  -2.185  1.925  -3.430  0.052
H  -0.860  0.772  -3.639  0.081
H  -2.058  1.057  -4.934  0.119
H  -2.587  -2.375  -3.974  0.097
H  -2.506  -1.203  -5.350  0.115
H  -1.199  -1.297  -4.183  0.083
H  -4.371  0.381  -4.833  0.111
H  -5.057  -0.467  -3.407  0.100
H  -4.496  1.200  -3.307  0.091
C  2.056  0.519  5.459  -0.060
C  2.171  1.478  4.245  -0.174
C  1.483  1.042  3.022  -0.118
N  0.908  0.674  2.072  0.055
H  1.001  0.340  5.712  0.092
H  2.533  0.943  6.355  0.103
H  2.557  -0.436  5.246  0.078
H  1.774  2.461  4.535  0.134
H  3.235  1.637  4.013  0.143

Summary:
Highest occupied orbital energy (spin up / spin down), eV: -16.7 / -16.8
Calculated total energy, eV: -60985.449
Expectation value of S²: 2.50
Spin multiplicity: 3
Net charge: +3



Density functional theory data (ωB97M-V/def2-TZVPD) for a 8-piece molecular cluster, C32H56N8 overall in a non-equilibrium geometry.

Last column: Löwdin charge in e.
Element x y z (Å)
C  0.667  1.840  5.353  -0.113
C  1.806  0.854  5.560  -0.260
C  2.900  0.889  4.484  -0.175
C  2.385  0.807  3.082  -0.206
N  1.979  0.756  2.000  0.151
H  -0.036  1.812  6.185  0.075
H  0.284  1.637  4.354  0.065
H  0.995  2.863  5.535  0.076
H  1.349  -0.134  5.513  0.108
H  2.270  0.923  6.544  0.110
H  3.544  0.012  4.557  0.111
H  3.605  1.720  4.519  0.119
C  4.474  -4.715  2.448  -0.095
C  3.106  -4.442  1.746  -0.261
C  2.697  -5.521  0.730  -0.208
C  3.755  -5.844  -0.252  -0.217
N  4.592  -6.103  -1.058  0.123
H  5.239  -4.909  1.696  0.062
H  4.388  -5.599  3.081  0.071
H  4.751  -3.814  2.995  0.064
H  3.247  -3.544  1.145  0.097
H  2.278  -4.261  2.431  0.094
H  1.907  -5.153  0.076  0.086
H  2.303  -6.359  1.306  0.116
C  2.180  -1.359  -3.237  -0.086
C  3.582  -0.762  -3.047  -0.264
C  3.581  0.462  -2.155  -0.192
C  2.862  1.692  -2.670  -0.161
N  2.382  2.699  -2.979  0.161
H  2.131  -2.430  -3.429  0.080
H  1.823  -0.694  -4.025  0.062
H  1.588  -1.176  -2.340  0.054
H  4.064  -0.403  -3.956  0.111
H  4.180  -1.503  -2.516  0.108
H  4.621  0.664  -1.899  0.117
H  3.123  0.276  -1.183  0.104
C  -3.244  5.537  1.087  -0.102
C  -2.064  5.134  2.030  -0.220
C  -2.368  4.029  3.071  -0.177
C  -2.843  2.840  2.393  -0.235
N  -3.208  1.899  1.851  0.176
H  -3.775  4.715  0.607  0.059
H  -3.037  6.342  0.381  0.069
H  -3.995  5.949  1.762  0.069
H  -1.734  6.094  2.427  0.110
H  -1.251  4.656  1.484  0.079
H  -3.159  4.268  3.782  0.118
H  -1.490  3.870  3.698  0.109
C  -2.616  4.517  -2.073  -0.126
C  -1.846  3.351  -1.434  -0.219
C  -0.286  3.464  -1.707  -0.192
C  0.508  4.355  -0.869  -0.247
N  1.130  5.097  -0.252  0.137
H  -2.399  5.491  -1.633  0.056
H  -3.704  4.488  -2.022  0.074
H  -2.325  4.497  -3.123  0.067
H  -2.183  2.528  -2.063  0.094
H  -2.229  3.325  -0.414  0.065
H  -0.104  3.513  -2.780  0.089
H  0.149  2.480  -1.531  0.085
C  -1.729  -1.006  -1.735  -0.103
C  -1.934  -0.504  -0.261  -0.215
C  -0.782  -0.998  0.658  -0.182
C  -0.497  -2.420  0.655  -0.240
N  -0.179  -3.503  0.679  0.168
H  -0.744  -1.030  -2.201  0.041
H  -2.319  -0.539  -2.524  0.049
H  -1.978  -2.066  -1.710  0.064
H  -2.918  -0.713  0.159  0.103
H  -1.902  0.585  -0.284  0.062
H  -1.058  -0.920  1.710  0.112
H  0.172  -0.512  0.454  0.089
C  -3.171  -5.591  4.785  -0.100
C  -1.949  -5.390  3.868  -0.266
C  -1.712  -6.426  2.778  -0.189
C  -2.831  -6.929  1.878  -0.198
N  -3.723  -7.238  1.172  0.116
H  -3.269  -4.599  5.227  0.065
H  -2.993  -6.081  5.742  0.066
H  -4.020  -5.927  4.190  0.075
H  -1.017  -5.217  4.407  0.108
H  -2.174  -4.413  3.439  0.096
H  -1.300  -7.313  3.259  0.111
H  -1.032  -5.999  2.041  0.086
C  -1.708  3.001  -7.996  -0.084
C  -0.324  3.322  -7.210  -0.202
C  0.402  2.184  -6.441  -0.193
C  -0.373  1.451  -5.430  -0.211
N  -0.946  0.824  -4.620  0.159
H  -2.542  2.679  -7.372  0.059
H  -1.569  2.136  -8.645  0.061
H  -2.119  3.899  -8.457  0.063
H  -0.726  3.985  -6.444  0.088
H  0.369  3.868  -7.850  0.100
H  1.386  2.341  -5.998  0.106
H  0.677  1.437  -7.186  0.113

Summary:
Energy relative to the best compared isomer or geometry (same formula, charge and spin), kcal per mole: 71.8
Highest occupied orbital energy, eV: -11.0
Calculated total energy, eV: -46008.812



The highest calculated total energy belongs to which entry?
C32H56N8



Among the records above, which one has the lowest calculated total energy?
C32H56BMnO29